[1]
ORCA calculation (ωB97M-V/def2-TZVPD) on the molecule C6H10.

Geometry as XYZ:
```
16
Properties=species:S:1:pos:R:3:forces:R:3
C 0.5302 -0.7963 0.2032 -0.49 0.02 0.06
C 1.9905 -0.9295 0.1376 0.03 -0.06 0.02
H 2.2632 -1.5384 -0.7332 -0.06 0.09 0.12
H -3.6235 1.0692 0.1873 0.15 -0.02 -0.03
C -0.6671 -0.6744 0.2873 0.49 -0.07 -0.06
H 2.3330 -1.4845 1.0201 -0.05 0.09 -0.13
H -2.2641 1.2263 -0.9470 -0.04 -0.03 0.15
C -2.5410 0.9508 0.0754 -0.03 0.08 -0.01
H 3.7880 0.2964 0.0790 -0.15 0.00 -0.01
H 2.4260 0.9651 -0.8425 0.03 -0.08 0.12
C -2.1208 -0.4923 0.3747 -0.04 -0.05 0.01
H -2.0461 1.6480 0.7585 -0.07 -0.11 -0.09
H -2.6133 -1.1755 -0.3285 0.08 0.09 0.10
H -2.4637 -0.7823 1.3757 0.08 0.05 -0.13
C 2.7010 0.4268 0.0696 0.03 0.08 0.00
H 2.4215 1.0507 0.9236 0.04 -0.09 -0.10
```
Positions in Å, forces in eV/Å.

Calculated values
relative energy (zero: lowest compared OMol25 entry of this formula, charge and spin) = 28.4 kcal/mol
Kohn-Sham gap = 0.384 Eh
SMILES = CCC#CCC
total energy = -234.55730 hartree

=====

[2]
ORCA calculation (ωB97M-V/def2-TZVPD) on a cluster of 2 separate species, C6H10 in total at a distorted geometry.

Geometry as XYZ:
```
16
Properties=species:S:1:pos:R:3:forces:R:3
C 0.3443 1.6333 1.4458 0.28 0.19 0.14
H -1.3596 -2.1806 0.0219 0.25 0.00 0.12
H -1.5102 0.3623 0.5211 -0.64 0.07 0.11
C -0.6642 0.0737 -1.4894 -0.20 0.05 0.24
H 0.2537 -0.3326 -1.9353 -0.13 0.12 0.31
H -0.4953 -1.7059 1.4929 0.04 0.01 -0.04
C -0.5066 -1.5915 0.4093 -0.22 0.23 0.04
H 0.4111 -2.0136 -0.0221 -0.14 0.32 0.09
H -0.7638 1.1300 -1.7376 0.04 -0.03 0.00
C -0.7826 -0.1907 -0.0259 -0.54 -0.25 -0.17
H 0.1407 2.6705 1.1472 -0.17 -0.59 -0.24
H 3.0139 -0.0234 -0.1604 0.38 -0.30 -0.30
C 1.3049 0.9039 0.7526 0.47 -0.60 -0.55
C 1.9908 0.1504 0.0557 0.54 0.99 0.82
H -1.5209 -0.4580 -1.9448 0.23 0.13 -0.04
H 0.2353 1.4844 2.5283 -0.18 -0.34 -0.53
```
Positions in Å, forces in eV/Å.

Calculated values
relative energy (zero: lowest compared OMol25 entry of this formula, charge and spin) = 127.1 kcal/mol
Kohn-Sham gap (alpha / beta) = 0.306 / 0.240 Eh
total energy = -234.40000 hartree

=====

[3]
ORCA calculation (ωB97M-V/def2-TZVPD) on a structure of composition C6H10 at a distorted geometry.

Geometry as XYZ:
```
16
Properties=species:S:1:pos:R:3:forces:R:3
C -0.4548 1.8817 -0.2330 -2.18 -4.58 1.23
C -2.0033 -0.5208 -0.3235 1.77 0.05 1.43
H 1.6688 -0.8791 1.4205 -0.35 -0.32 1.48
C -0.6069 -0.0329 -0.0711 1.89 3.50 -1.75
H 2.2481 0.2965 0.2537 1.00 -0.28 0.47
H -1.7527 -0.6913 1.9031 -0.19 -0.24 1.52
C 0.6752 -0.7790 -0.5329 0.04 2.18 0.92
C -1.5241 -0.5057 0.9067 -1.80 -0.37 -1.64
H 2.5977 -1.5102 0.0612 0.75 0.04 0.03
H 0.4533 -1.7717 -0.6752 -0.95 -2.51 -0.37
H -0.2093 2.1403 0.7718 0.53 0.48 0.65
H -2.7009 -0.7053 -1.1049 -0.46 -0.11 -0.04
H -1.5640 2.1141 -0.3390 1.76 0.14 -0.73
H 0.3339 2.0775 -0.9301 -0.20 0.54 -0.64
H 0.8954 -0.3755 -1.5273 0.40 -0.03 0.17
C 1.9434 -0.7387 0.4199 -2.00 1.50 -2.74
```
Positions in Å, forces in eV/Å.

Calculated values
relative energy (zero: lowest compared OMol25 entry of this formula, charge and spin) = 94.8 kcal/mol
Kohn-Sham gap = 0.348 Eh
total energy = -234.45151 hartree

=====

[4]
ORCA calculation (ωB97M-V/def2-TZVPD) on the molecule C6H10.

Geometry as XYZ:
```
16
Properties=species:S:1:pos:R:3:forces:R:3
H -1.0074 1.5477 0.4634 -0.36 0.03 0.01
H -0.8703 -0.2608 -1.9711 0.34 0.10 0.23
C -0.4136 0.4486 -1.2590 0.20 0.21 0.01
C 1.2279 0.2566 0.9417 -0.05 0.10 0.01
H -1.6719 -1.3912 -0.0989 0.26 0.09 0.05
C -1.4569 0.7832 -0.1752 -0.29 0.16 0.04
H 2.3010 -0.4611 -0.7771 0.04 -0.38 0.07
H 1.9163 -1.8106 0.4144 -0.11 -0.14 -0.15
C 0.2786 -0.3115 -0.1235 0.18 0.15 0.19
C 1.6569 -0.8403 0.0145 0.16 -0.35 -0.11
H 0.9353 -0.0427 1.9501 0.12 0.03 -0.26
H 0.1080 1.2182 -1.8338 -0.03 0.11 0.30
H -1.2036 -0.7686 1.5127 -0.07 0.12 -0.10
H 1.8014 1.1821 0.9433 -0.42 0.03 -0.41
H -2.4800 1.0553 -0.4370 0.03 -0.19 -0.08
C -1.1215 -0.6047 0.4355 -0.03 -0.09 0.21
```
Positions in Å, forces in eV/Å.

Calculated values
relative energy (zero: lowest compared OMol25 entry of this formula, charge and spin) = 42.8 kcal/mol
Kohn-Sham gap = 0.403 Eh
SMILES = C1CC2(C1)CC2
total energy = -234.53430 hartree

=====

[5]
ORCA calculation (ωB97M-V/def2-TZVPD) on the molecule C6H10 at a distorted geometry.

Geometry as XYZ:
```
16
Properties=species:S:1:pos:R:3:forces:R:3
H 0.9754 0.6435 -1.8434 -0.36 0.18 0.00
H 1.4088 2.1671 0.0355 -0.92 -0.08 0.62
H 1.8551 -0.5608 -0.9950 -0.21 -0.15 -0.03
H -2.6980 -1.3190 0.9784 -0.14 0.31 0.22
H 2.8824 -0.2391 1.1059 -0.43 -0.31 0.35
H -3.5201 -0.2419 -0.1676 -0.02 0.13 0.01
H -1.2989 0.8933 0.5183 -0.07 0.47 -0.61
C -0.2229 -0.5829 -0.5260 -1.10 0.72 -0.88
H 2.5789 1.3467 2.0144 0.45 0.23 -0.24
C -1.3431 -0.0113 -0.0808 0.17 -0.94 1.18
C -2.6155 -0.8155 0.0121 0.31 -0.47 0.07
H -0.3571 -1.6113 -0.8506 0.41 0.02 -0.36
C 1.5227 1.0974 0.2107 0.84 0.35 -0.77
C 1.0339 0.1587 -0.8706 1.47 -0.63 0.66
C 2.3759 0.7173 1.1580 -0.31 0.05 -0.01
H -2.5775 -1.6421 -0.6991 -0.10 0.13 -0.21
```
Positions in Å, forces in eV/Å.

Calculated values
relative energy (zero: lowest compared OMol25 entry of this formula, charge and spin) = 37.3 kcal/mol
Kohn-Sham gap = 0.377 Eh
SMILES = C=CC/C=C/C
total energy = -234.54306 hartree

=====

[6]
ORCA calculation (ωB97M-V/def2-TZVPD) on the molecule C6H10.

Geometry as XYZ:
```
16
Properties=species:S:1:pos:R:3:forces:R:3
H -0.5251 -2.6213 1.3921 0.02 0.06 -0.18
H -0.2070 -2.5481 -0.3532 -0.06 0.11 0.08
H -0.5536 3.4543 -0.8534 -0.09 -0.08 -0.15
C -0.6175 -1.9938 0.4978 -0.01 -0.09 -0.01
H 1.8991 -1.4349 1.7177 -0.03 0.02 -0.16
C -0.2356 0.3724 -0.2514 -0.20 0.46 -0.14
H -1.6823 -1.8202 0.3103 0.19 0.00 0.06
C -0.6049 1.3583 -0.8391 0.12 -0.35 0.34
H 2.1732 0.0857 0.8474 -0.11 -0.16 0.01
H 2.0363 -1.4361 -0.0517 -0.11 0.11 0.09
H -1.0700 2.7597 -2.4063 0.04 -0.09 0.15
C -1.1200 2.6409 -1.3202 -0.04 0.05 -0.04
C 1.6512 -0.8760 0.8083 0.11 -0.03 0.01
H -2.1659 2.7423 -1.0110 0.14 0.04 -0.11
C 0.1335 -0.6749 0.7137 -0.01 0.03 0.10
H -0.2002 -0.2678 1.6781 0.05 -0.08 -0.06
```
Positions in Å, forces in eV/Å.

Calculated values
relative energy (zero: lowest compared OMol25 entry of this formula, charge and spin) = 30.4 kcal/mol
Kohn-Sham gap = 0.382 Eh
SMILES = CC#CC(C)C
total energy = -234.55408 hartree

=====

[7]
ORCA calculation (ωB97M-V/def2-TZVPD) on the molecule C6H10 at a distorted geometry.

Geometry as XYZ:
```
16
Properties=species:S:1:pos:R:3:forces:R:3
C -0.3001 -1.2508 -1.2671 -0.07 -1.18 -0.60
H 1.6727 1.2506 1.3033 -0.07 0.05 -0.05
H 0.1475 -0.6757 0.8931 -0.31 0.44 -1.38
C 1.3416 0.9470 0.3052 0.14 0.40 -0.05
H 1.2473 1.8033 -0.3579 0.44 0.34 0.12
H -0.9765 1.2714 1.9562 0.07 0.01 -0.19
H 0.7529 -2.9623 -0.8830 0.19 -0.40 0.11
H -0.8385 0.4848 -2.2805 0.52 0.44 1.56
H -2.0357 0.2493 0.9733 0.19 0.24 -0.12
H 2.0878 0.2585 -0.1130 -0.11 0.26 0.07
H -1.4411 1.7907 0.3056 -0.33 0.31 0.24
C 0.0072 0.2602 0.2972 -0.03 0.80 -0.62
H -0.8251 -2.6704 0.1046 -0.14 -0.49 -0.37
C -1.1818 0.9404 0.9305 -0.08 0.36 -0.14
C -0.1436 -2.4042 -0.6965 -0.06 -0.72 -0.29
C -0.3476 0.0267 -1.3835 -0.36 -0.86 1.70
```
Positions in Å, forces in eV/Å.

Calculated values
relative energy (zero: lowest compared OMol25 entry of this formula, charge and spin) = 79.5 kcal/mol
Kohn-Sham gap = 0.352 Eh
SMILES = C=C=CC(C)C
total energy = -234.47574 hartree

=====

[8]
ORCA calculation (ωB97M-V/def2-TZVPD) on a cluster of 2 separate species, C6H10 in total.

Geometry as XYZ:
```
16
Properties=species:S:1:pos:R:3:forces:R:3
H -1.0598 -1.4065 1.4705 0.02 0.11 -0.13
C -0.8909 -0.4058 1.0730 0.07 0.12 0.56
H 3.0654 -0.4914 -1.1361 -0.08 0.11 0.07
H -1.7849 1.5376 0.7983 -0.01 -0.13 0.08
H -0.7843 0.2215 -1.1953 0.01 -0.12 -0.01
H -1.9213 0.9020 2.4444 0.01 -0.05 -0.15
H 3.2911 0.6893 0.1681 -0.12 -0.05 -0.10
H 2.5836 1.1931 -1.3786 -0.01 -0.12 0.10
H -2.9441 0.2389 1.1650 0.15 0.04 0.03
C 1.2859 0.0724 -0.1230 -0.05 0.13 0.83
C -0.6558 -0.8063 -1.4607 -0.32 -0.25 -0.67
H -1.0688 -1.1232 -2.4229 0.07 0.07 0.16
C 0.3889 -0.0666 0.7298 0.35 0.02 -0.54
H -0.1850 -1.5613 -0.8682 -0.05 0.09 -0.06
C 2.6234 0.3814 -0.6455 0.02 -0.01 -0.09
C -1.9434 0.6249 1.3813 -0.05 0.03 -0.08
```
Positions in Å, forces in eV/Å.

Calculated values
relative energy (zero: lowest compared OMol25 entry of this formula, charge and spin) = 120.8 kcal/mol
Kohn-Sham gap (alpha / beta) = 0.308 / 0.301 Eh
total energy = -234.40997 hartree

=====

What did the third record say?
ORCA calculation (ωB97M-V/def2-TZVPD) on a structure of composition C6H10 at a distorted geometry.

Geometry as XYZ:
```
16
Properties=species:S:1:pos:R:3:forces:R:3
C -0.4548 1.8817 -0.2330 -2.18 -4.58 1.23
C -2.0033 -0.5208 -0.3235 1.77 0.05 1.43
H 1.6688 -0.8791 1.4205 -0.35 -0.32 1.48
C -0.6069 -0.0329 -0.0711 1.89 3.50 -1.75
H 2.2481 0.2965 0.2537 1.00 -0.28 0.47
H -1.7527 -0.6913 1.9031 -0.19 -0.24 1.52
C 0.6752 -0.7790 -0.5329 0.04 2.18 0.92
C -1.5241 -0.5057 0.9067 -1.80 -0.37 -1.64
H 2.5977 -1.5102 0.0612 0.75 0.04 0.03
H 0.4533 -1.7717 -0.6752 -0.95 -2.51 -0.37
H -0.2093 2.1403 0.7718 0.53 0.48 0.65
H -2.7009 -0.7053 -1.1049 -0.46 -0.11 -0.04
H -1.5640 2.1141 -0.3390 1.76 0.14 -0.73
H 0.3339 2.0775 -0.9301 -0.20 0.54 -0.64
H 0.8954 -0.3755 -1.5273 0.40 -0.03 0.17
C 1.9434 -0.7387 0.4199 -2.00 1.50 -2.74
```
Positions in Å, forces in eV/Å.

Calculated values
relative energy (zero: lowest compared OMol25 entry of this formula, charge and spin) = 94.8 kcal/mol
Kohn-Sham gap = 0.348 Eh
total energy = -234.45151 hartree

=====

Repeat the first record exactly.
ORCA calculation (ωB97M-V/def2-TZVPD) on the molecule C6H10.

Geometry as XYZ:
```
16
Properties=species:S:1:pos:R:3:forces:R:3
C 0.5302 -0.7963 0.2032 -0.49 0.02 0.06
C 1.9905 -0.9295 0.1376 0.03 -0.06 0.02
H 2.2632 -1.5384 -0.7332 -0.06 0.09 0.12
H -3.6235 1.0692 0.1873 0.15 -0.02 -0.03
C -0.6671 -0.6744 0.2873 0.49 -0.07 -0.06
H 2.3330 -1.4845 1.0201 -0.05 0.09 -0.13
H -2.2641 1.2263 -0.9470 -0.04 -0.03 0.15
C -2.5410 0.9508 0.0754 -0.03 0.08 -0.01
H 3.7880 0.2964 0.0790 -0.15 0.00 -0.01
H 2.4260 0.9651 -0.8425 0.03 -0.08 0.12
C -2.1208 -0.4923 0.3747 -0.04 -0.05 0.01
H -2.0461 1.6480 0.7585 -0.07 -0.11 -0.09
H -2.6133 -1.1755 -0.3285 0.08 0.09 0.10
H -2.4637 -0.7823 1.3757 0.08 0.05 -0.13
C 2.7010 0.4268 0.0696 0.03 0.08 0.00
H 2.4215 1.0507 0.9236 0.04 -0.09 -0.10
```
Positions in Å, forces in eV/Å.

Calculated values
relative energy (zero: lowest compared OMol25 entry of this formula, charge and spin) = 28.4 kcal/mol
Kohn-Sham gap = 0.384 Eh
SMILES = CCC#CCC
total energy = -234.55730 hartree

=====

Question: The highest total energy belongs to which entry?
Answer: number 2